Record 1
Density functional theory data (the ωB97M-V functional and the def2-TZVPD basis) for a 2-piece molecular cluster, C4H7NO overall.

```
13
C4H7NO, DFT the ωB97M-V functional and the def2-TZVPD basis
H 1.8958 0.8341 0.5174
H 0.7582 0.9171 1.9466
C -0.7405 -1.0325 -0.3464
H 0.8803 -0.6171 -2.0317
O -0.3004 2.1394 -1.0547
H -1.6995 -1.2416 -0.8524
H -0.4332 -1.9303 0.2104
N -0.9031 0.2043 0.4603
C -0.2490 0.9613 -0.7946
C 0.2430 -0.3069 -1.2083
H 1.2844 -0.7204 1.2858
H -1.8601 0.4533 0.7647
C 1.1240 0.3392 1.1029
```

Properties
* total charge: 0
* gap between HOMO and LUMO: 7.13 eV

Charges computed using natural (NBO), reported in e: 0.208 0.196 -0.253 0.225 -0.598 0.208 0.189 -0.618 0.622 -0.475 0.197 0.382 -0.283


Record 2
Density functional theory data (the ωB97M-V functional and the def2-TZVPD basis) for a 7-piece molecular cluster, C51H115N6OP overall.

```
174
C51H115N6OP, DFT the ωB97M-V functional and the def2-TZVPD basis
H -1.5725 -4.4420 4.5518
H 1.5839 9.1419 -5.9264
H -2.9959 0.1053 -6.2779
H -1.8550 -3.0580 -5.8711
H 4.0599 -0.8452 0.9150
H -1.3108 -4.5940 -0.6883
C -0.5178 -4.8416 2.7204
H -0.5660 3.1754 8.3593
H 0.7451 3.6287 1.4434
H 3.6899 5.7751 -0.1941
H -0.2176 -5.7504 2.2070
H -0.2790 5.7487 5.2564
C -1.0144 3.7414 4.9712
C -2.7909 -9.2818 3.8648
H -1.8539 -12.8166 2.2586
H 1.1525 -2.2391 -0.8519
H -0.0548 -4.5772 -4.9341
H 2.5221 -2.2886 -1.9737
H 0.6654 -3.5603 1.4406
N -5.9264 -0.3852 -6.3543
H -1.5387 5.8458 1.6343
H 1.1424 12.8160 -5.0592
H -4.6638 -1.6396 -8.5113
H -6.3812 -2.3774 -6.6916
H 6.2625 2.1921 4.1039
H 2.2228 3.3547 7.4799
H 2.5604 -3.2342 2.8715
H 3.5540 -5.5028 2.9022
H 1.8937 -4.1910 4.1459
H 3.1039 2.0338 5.6715
H -5.1458 -2.0998 -5.5072
H -0.8530 9.6999 -5.1943
H 0.8579 -4.2789 -1.5449
C 6.2651 0.2434 3.2338
H 5.7459 -4.4771 2.0007
H -3.4436 -1.7663 -7.2407
H 1.7231 -5.0348 0.5330
H -0.7115 -8.9873 2.3478
H -4.7131 -8.8216 2.9153
H 4.6894 -5.5231 0.3179
C -3.8945 -8.3122 3.4243
C 5.2017 -3.5377 2.0605
C -2.0733 -8.9465 0.6743
C -0.1351 -3.5243 -4.6514
H -7.2936 -1.5183 -8.5662
H -0.1462 5.1123 -1.0999
H -4.3171 -7.8148 4.2997
H 2.5401 8.0806 -1.5346
C 4.0365 1.0785 1.8210
C 1.9292 -4.0975 3.0626
H -1.4746 7.5228 2.1425
C 1.2035 10.9892 -3.9245
H -4.0433 -10.7259 1.8023
H 2.1615 10.6632 -4.3607
H -0.2345 6.4007 2.6924
C -5.0438 0.4850 -5.5984
H -1.7320 4.3448 7.7279
H -3.5106 -7.5321 2.7677
H -0.9110 3.9994 0.9552
N 0.3605 9.8778 -3.5279
H 1.4527 11.5469 -3.0180
H 1.7539 5.5071 2.1648
C -0.8600 6.6722 1.8410
C 2.6199 -5.4545 0.9773
C 2.5094 2.9117 5.4155
C 2.0930 6.0148 1.2461
H 2.9776 9.0299 -2.9540
C 0.6165 4.8771 -0.3532
H 0.0317 2.8382 0.0427
P 6.5323 -2.2658 2.1534
H -4.3914 -3.1727 -7.6960
H -0.9961 4.5971 9.3012
C -3.2617 -11.1838 2.4299
H 1.9809 -6.2208 2.8680
C 1.5644 -1.8099 -1.7671
C -4.4370 -2.0920 -7.5451
C 0.3435 5.0420 7.6667
H -3.7689 -11.5759 3.3152
H -2.4479 -7.9601 0.9445
H -8.3859 -0.7341 -7.4166
H -0.7983 8.2960 -4.1769
H -1.3539 3.8480 3.9382
H 7.1423 -0.0519 3.7855
H 2.6138 -6.5080 0.7037
N 0.4915 -3.3534 -3.3543
H -1.4372 -4.4556 2.2915
H -0.4435 12.2652 -4.5054
H 3.1942 3.7320 5.1934
H -3.1647 -9.8619 4.7146
H -1.3382 -8.8068 -0.1212
H -0.7977 -10.4767 1.4631
H -2.1142 -4.2917 -2.2207
H -2.2274 -12.0423 0.7123
H 4.1346 5.3706 1.4678
H 3.1592 4.2502 0.5281
H -5.6828 0.3712 -8.3352
N 0.9318 4.5558 6.4321
H -3.4087 -13.1019 1.4676
C -3.7209 0.9180 -6.2436
H 0.0094 6.0697 7.5009
H 3.4133 -2.8632 1.0187
C -0.7843 -5.1003 4.2094
H -0.6949 2.7068 5.1042
H 4.8389 -2.9653 0.0335
C 0.5436 -3.7681 2.5026
C 0.8661 9.1453 -2.3803
C -0.0152 7.0400 0.6174
C 0.1253 4.7334 5.2389
H 1.4543 4.4651 -0.9229
H 3.5837 -4.7000 -0.7403
H 2.3690 7.0308 1.5409
C -6.4528 0.2248 -7.5605
H -1.9490 -8.7046 4.2577
H -0.6740 7.1776 -0.2440
C 4.2951 -3.4666 0.8318
H 4.6587 -3.5668 3.0045
H 0.2963 8.0769 -6.4746
H 0.7968 4.7141 4.3749
C -1.5903 -3.0691 -4.8118
H -3.2749 1.7236 -5.6563
H -5.6144 1.3857 -5.3503
H 0.0991 8.4342 -2.0639
H -1.7491 -2.0611 -4.4252
H 0.0632 -5.2748 -2.7196
C 3.8477 -4.8340 0.3081
H 1.9531 2.6705 4.5083
C -2.6456 -12.3499 1.6714
H 0.4751 -2.9789 -5.3785
H 0.2243 -2.8279 2.9496
H 1.7443 -0.7542 -1.5771
C 2.5520 -5.3711 2.5008
H 1.3384 7.5741 -5.1533
H 0.3520 11.4738 -5.8732
H -1.8758 3.9174 5.6136
C 1.6026 3.2762 6.5832
H -2.9003 -9.5218 0.2560
H 0.9590 9.8593 -1.5550
H -1.0822 -6.1364 4.3298
H 1.1509 5.1109 8.4027
C 3.3368 5.3085 0.7264
H 1.0351 -1.4165 -3.7984
C 4.5438 -0.2128 1.6315
H -3.8648 1.2944 -7.2568
H 3.1640 1.3824 1.2628
H -4.8300 0.0005 -4.6416
H -2.2874 -3.7432 -4.3149
C 0.8280 8.4315 -5.5893
C -0.1685 9.0743 -4.6151
C 4.6422 1.9584 2.7193
C 0.0719 -4.2635 -2.3055
N -2.2762 -10.2234 2.8882
C -0.8044 4.2370 8.2885
C 5.6662 -0.6562 2.3398
H 4.2627 2.9552 2.8595
C 0.0890 3.7822 0.5837
C -5.4984 -1.7661 -6.4864
C 5.7625 1.5290 3.4149
C 0.6249 -1.9701 -2.9493
H 6.2271 -2.4360 4.3210
H -0.3404 -1.4968 -2.7053
C -1.4152 -9.6665 1.8593
O 6.9846 -2.4707 3.7244
H 2.1012 7.5026 -3.1286
H -8.0512 0.0115 -8.9840
H 0.9052 2.4428 6.7652
H 0.4397 8.0205 0.7934
N 1.0483 6.1248 0.2457
C -7.6112 -0.5560 -8.1632
H -6.8106 1.2217 -7.2905
H 0.0925 -4.9395 4.8272
C 2.1983 8.4013 -2.5206
C -1.2666 -3.9981 -1.6033
H -1.3922 -2.9521 -1.3195
C 0.5187 11.9357 -4.8994
```

Properties
* total charge: 0
* SMILES string: CCCCCCCCCP(O)c1ccccc1.CCN(CC)CC.CCN(CC)CC.CCN(CC)CC.CCN(CC)CC.CCN(CC)CC.CCN(CC)CC
* gap between HOMO and LUMO: 8.43 eV

Atom charges from the Löwdin analysis, given in e for atoms 1 to 99: 0.072 0.065 0.049 0.059 0.074 0.062 -0.253 0.065 0.060 0.076 0.092 0.112 -0.071 -0.251 0.080 0.055 0.113 0.079 0.083 -0.202 0.056 0.071 0.066 0.102 0.102 0.117 0.084 0.102 0.100 0.074 0.111 0.100 0.081 -0.107 0.075 0.040 0.078 0.109 0.066 0.110 -0.084 -0.360 -0.080 -0.245 0.064 0.115 0.070 0.057 -0.075 -0.213 0.075 -0.277 0.102 0.102 0.052 -0.251 0.054 0.050 0.051 -0.200 0.117 0.090 -0.077 -0.195 -0.097 -0.266 0.067 -0.243 0.069 0.925 0.073 0.070 -0.276 0.104 -0.088 -0.083 -0.252 0.117 0.050 0.080 0.113 0.061 0.093 0.110 -0.199 0.099 0.079 0.078 0.110 0.070 0.101 0.056 0.064 0.072 0.056 0.102 -0.199 0.072 -0.084


Record 3
Density functional theory data (the ωB97M-V functional and the def2-TZVPD basis) for C17H23BrGeKN7 as an isolated structure.

```
50
C17H23BrGeKN7, DFT the ωB97M-V functional and the def2-TZVPD basis
H -0.3226 4.8216 -4.7601
C 4.0536 1.3364 -0.5448
H 4.7913 3.2963 -1.0235
H -0.1998 2.4589 5.3232
H -2.8855 -2.5711 -0.2170
H -0.7029 -3.9951 1.7927
K -0.5348 -0.1181 -0.1150
H 0.6118 -3.0088 -2.9283
H -0.6830 -1.7865 2.9635
C 0.8916 -3.1447 -1.8821
H -3.0529 1.7055 -0.0386
C -1.1792 -5.4764 -1.3656
N 1.7061 0.9863 -0.8414
H 2.9769 -0.4902 -0.1918
C -0.5724 -0.8617 3.5194
C -0.4062 0.3292 5.5614
C 3.9268 2.6472 -0.9767
Ge -0.6802 -3.6396 -0.7758
N -1.1405 4.6464 -4.2063
N -0.4733 0.2529 2.7960
C 2.6795 3.1086 -1.3570
N 0.1996 3.5219 -2.7209
H 1.6575 -3.9217 -1.8347
H 5.0110 0.9303 -0.2503
C 1.5936 2.2474 -1.2645
C 0.2374 2.7122 -1.6766
H -1.5025 -5.4572 -2.4077
H 2.5325 4.1133 -1.7260
H 1.3409 -2.2092 -1.5336
H -2.0557 4.8140 -4.5830
H 0.6933 -4.8065 1.0779
N -2.1682 3.5002 -2.5156
H -2.3290 -2.0846 -1.8319
H -0.6250 -1.8096 5.4502
H -0.2660 2.2981 2.8422
N -0.8163 2.2852 -0.9815
C -0.3435 1.4045 3.4521
H 0.7272 -3.0577 1.3222
H -2.0083 -5.8478 -0.7613
N -3.1058 2.4399 -0.7231
C 0.0859 -3.8997 1.0426
C -0.5427 -0.8806 4.9054
C -1.0376 3.8625 -3.1181
H -0.3420 -6.1734 -1.2733
Br -0.3587 0.3831 7.4492
H -3.9879 2.6126 -1.1729
C -1.9981 2.7489 -1.4297
C -0.3051 1.5018 4.8335
C -2.0064 -2.2719 -0.7987
C 2.9158 0.5470 -0.5042
```

Properties
* total charge: 0
* gap between HOMO and LUMO: 5.27 eV

Charges computed using natural (NBO), reported in e: 0.408 -0.241 0.223 0.236 0.198 0.213 0.879 0.222 0.220 -1.090 0.405 -1.089 -0.448 0.204 0.050 -0.045 -0.160 1.585 -0.768 -0.458 -0.211 -0.561 0.217 0.228 0.151 0.446 0.218 0.239 0.193 0.408 0.219 -0.575 0.194 0.239 0.199 -0.607 0.047 0.197 0.218 -0.766 -1.096 -0.273 0.599 0.208 0.084 0.410 0.604 -0.287 -1.529 0.044